ORCA calculation (wB97M-V/def2-TZVPD) on a molecular structure, C35H25AsClF3HgNO5S2 at a distorted geometry.

```
! wB97M-V def2-TZVPD RIJCOSX def2/J DEFGRID3
* xyz -2 2
Hg 1.348 -1.578 1.419
As -0.434 -0.741 -2.613
Cl -4.279 6.337 0.699
S -2.014 -1.142 1.170
S -6.091 -0.811 0.661
F -2.119 1.479 1.178
F -0.515 0.604 0.020
F -2.473 0.629 -0.763
O 0.588 3.168 -0.008
O -6.924 0.044 1.480
O -6.580 -0.984 -0.694
O 0.914 1.139 2.322
O 1.252 3.085 3.363
N -4.525 -0.317 0.663
C 1.024 -2.006 -2.307
C -3.829 -3.652 2.131
C -0.514 3.897 0.238
C -0.731 -1.899 -7.244
C 0.371 -0.791 -5.425
C -0.815 4.505 1.453
C -1.558 -4.363 -0.979
C -1.390 4.065 -0.854
C 0.304 -1.109 -6.770
C -1.972 5.249 1.601
C -1.580 -2.146 -1.933
C -2.832 5.384 0.530
C -6.054 -4.596 2.322
C -1.035 3.443 -2.168
C 2.837 -4.030 -1.754
C 2.367 -1.821 -2.569
C 3.277 -2.837 -2.305
C 1.590 3.043 0.993
C -6.621 -3.440 1.779
C -2.958 -2.113 -1.818
C -1.790 0.475 0.387
C -2.549 4.797 -0.692
C -3.777 -1.296 1.132
C -1.613 -2.055 -5.018
C -3.639 -3.194 -1.279
C 1.498 -4.222 -1.474
C -1.688 -2.371 -6.362
C -0.864 -3.288 -1.528
C -4.391 -2.481 1.586
C -0.582 -1.267 -4.527
C 0.571 -3.217 -1.750
C -2.933 -4.313 -0.856
C -5.798 -2.409 1.426
C -4.665 -4.682 2.486
C 1.191 2.337 2.382
H 2.716 -0.878 -2.973
H -3.232 4.921 -1.521
H 1.174 -5.153 -1.030
H 0.013 3.633 -2.392
H 1.178 -0.164 -5.057
H -2.503 -2.982 -6.725
H -3.514 -1.233 -2.114
H 3.550 -4.816 -1.535
H -3.465 -5.147 -0.418
H -4.242 -5.592 2.893
H -1.022 -5.242 -0.648
H 1.053 -0.730 -7.456
H -7.689 -3.362 1.634
H -2.367 -2.427 -4.338
H -2.754 -3.714 2.250
H -2.196 5.718 2.548
H 2.357 2.425 0.521
H -1.156 2.359 -2.120
H -0.160 4.372 2.299
H -4.715 -3.155 -1.187
H 4.329 -2.695 -2.517
H 2.008 4.032 1.223
H -1.663 3.833 -2.966
H -0.794 -2.138 -8.297
H -6.684 -5.427 2.606
*
```

Values from the calculation:
strongest force on any atom	1.38	eV/A
HOMO energy (alpha / beta)	-0.52 / -3.04	eV
energy	-5725.12932	Ha
expectation value of S²	0.768
Kohn-Sham gap (alpha / beta)	4.555 / 7.070	eV
energy above the lowest of the compared OMol25 structures with the same formula, charge and spin	18.94	kcal/mol
LUMO energy (alpha / beta)	0.14816 / 0.14815	Eh